1.
Here is a structure of composition C40H52BrN3O9P4W from the OMol25 dataset. Energies are from ωB97M-V/def2-TZVPD.

```
110
Properties=species:S:1:pos:R:3:forces:R:3
W 0.009 1.302 0.275 -8.3 -6.8 2.8
O 1.812 -1.568 -1.829 0.2 0.1 -0.1
C 2.038 -2.612 -0.998 0.1 -0.2 0.2
C 2.633 -3.759 -1.526 -0.1 0.3 -0.1
C 2.878 -4.857 -0.724 0.0 0.0 0.1
C 2.550 -4.828 0.623 0.0 -0.2 0.1
C 1.953 -3.698 1.150 0.0 0.1 -0.1
C 1.687 -2.588 0.356 0.0 0.3 0.0
C 0.977 -1.405 0.985 -0.4 0.3 0.4
O 1.334 -0.172 0.482 1.7 -1.8 0.1
N -0.505 -1.507 0.793 -0.2 -0.5 -1.2
N -0.919 -0.667 -0.274 -0.2 -2.8 -2.2
C -1.328 -1.332 -1.381 1.3 0.4 4.1
C -1.900 -0.733 -2.485 -1.7 1.6 -3.0
Br -1.858 1.217 -2.334 -1.1 -1.3 -1.3
C -2.563 -1.395 -3.504 1.4 0.6 2.5
C -3.233 -0.873 -4.650 -0.7 0.5 -1.1
C -2.843 0.289 -5.333 0.1 -0.3 0.3
C -3.578 0.756 -6.402 -0.1 0.1 -0.2
C -4.713 0.085 -6.833 0.1 -0.1 0.1
C -5.093 -1.085 -6.190 -0.2 0.1 -0.2
C -4.362 -1.565 -5.127 0.4 0.1 0.4
H 1.613 -0.766 -1.305 -0.2 -0.1 0.1
H 2.898 -3.760 -2.572 0.0 0.0 -0.1
H 3.332 -5.743 -1.142 0.1 0.0 -0.1
H 2.767 -5.676 1.257 0.0 0.0 0.0
H 1.680 -3.659 2.196 0.0 0.0 0.1
H 1.160 -1.453 2.080 -0.1 0.1 -0.3
H -0.775 -2.480 0.622 0.0 0.3 0.0
H -1.264 -2.419 -1.380 0.0 0.0 0.1
H -2.701 -2.455 -3.329 0.2 -0.2 0.0
H -1.942 0.802 -5.039 0.0 0.1 0.0
H -3.252 1.650 -6.913 0.0 0.1 -0.1
H -5.285 0.458 -7.670 0.0 0.0 0.0
H -5.968 -1.627 -6.521 -0.1 0.0 0.0
H -4.673 -2.464 -4.611 0.0 -0.1 0.0
C 4.820 3.347 2.216 -0.1 -0.2 0.0
C 3.315 3.459 1.997 0.2 0.1 -0.6
C 3.032 4.735 1.210 -0.2 -0.1 0.0
P 2.510 1.945 1.166 1.5 0.8 2.9
C 4.315 0.465 -0.165 -0.6 0.5 -0.4
C 5.285 1.467 -0.687 -0.2 0.4 0.4
C 4.835 -0.686 0.627 -0.4 0.5 0.6
C 2.121 1.079 2.754 0.2 -0.4 -0.4
C 3.194 0.738 3.572 -0.1 -0.1 -0.1
C 3.023 0.346 4.885 0.2 0.0 0.1
C 1.750 0.398 5.430 -0.1 -0.1 -0.2
C 0.666 0.641 4.610 0.2 0.3 0.2
C 0.807 0.838 3.224 -0.4 0.1 -0.4
N -0.322 0.770 2.374 1.3 -0.1 0.3
C -1.344 -0.076 2.830 -1.0 0.0 0.1
C -1.165 -1.191 3.669 0.1 0.1 -0.2
C -2.228 -1.975 4.064 0.0 0.1 0.0
C -3.522 -1.684 3.657 -0.1 -0.1 0.1
C -3.728 -0.615 2.806 0.2 0.1 0.1
C -2.663 0.172 2.378 0.4 0.0 -0.1
P -2.705 1.404 1.043 -1.2 0.4 1.3
C -4.422 1.172 0.302 0.5 -0.2 0.0
C -4.805 2.293 -0.669 0.1 0.0 0.1
C -4.560 -0.193 -0.366 0.0 0.0 0.2
C -2.995 2.999 2.023 0.3 -0.3 -0.2
C -4.221 2.961 2.934 0.2 0.0 -0.3
C -1.748 3.328 2.846 0.2 0.1 -0.3
H 5.111 3.968 3.063 0.1 0.0 0.0
H 5.350 3.704 1.339 0.1 0.0 -0.1
H 5.151 2.333 2.417 0.1 -0.1 0.1
H 2.812 3.520 2.972 0.0 -0.2 -0.3
H 3.387 4.630 0.188 0.0 0.1 -0.1
H 3.548 5.572 1.678 0.0 0.1 0.1
H 1.967 4.952 1.173 0.0 0.1 0.0
H 3.537 0.216 -0.875 -0.2 0.0 0.2
H 6.051 1.708 0.047 0.1 0.0 0.0
H 4.747 2.370 -0.971 0.1 0.0 -0.1
H 5.790 1.094 -1.588 -0.2 -0.2 0.1
H 5.670 -0.382 1.256 0.1 0.0 0.1
H 5.198 -1.479 -0.037 -0.2 0.1 -0.2
H 4.057 -1.121 1.253 -0.1 -0.1 0.0
H 4.185 0.768 3.151 0.2 0.0 0.0
H 3.871 0.045 5.479 0.1 0.0 0.1
H 1.599 0.203 6.483 0.0 0.0 0.1
H -0.331 0.640 5.033 0.1 0.0 0.0
H -0.171 -1.469 3.987 0.0 0.0 0.0
H -2.035 -2.826 4.701 0.0 -0.1 0.1
H -4.351 -2.298 3.978 -0.1 0.0 0.1
H -4.734 -0.395 2.478 -0.1 0.0 -0.1
H -5.101 1.210 1.157 0.1 0.0 0.0
H -4.565 2.012 -1.690 0.0 0.0 -0.1
H -4.276 3.219 -0.454 -0.1 0.2 0.0
H -5.875 2.486 -0.617 -0.1 0.1 0.0
H -4.073 -0.208 -1.335 0.0 0.0 -0.1
H -5.613 -0.422 -0.522 -0.1 -0.1 0.0
H -4.122 -0.976 0.250 0.0 -0.2 0.0
H -3.124 3.790 1.275 0.0 -0.1 0.0
H -4.214 2.066 3.552 0.0 -0.1 0.1
H -5.148 2.999 2.372 -0.2 0.0 0.0
H -4.196 3.822 3.597 -0.1 0.1 0.1
H -1.629 2.607 3.656 0.1 0.0 0.0
H -1.859 4.319 3.290 0.0 0.1 0.0
H -0.840 3.325 2.222 -0.4 0.1 0.5
O 1.785 2.123 -3.518 0.7 0.0 0.0
P 1.448 2.401 -2.002 -0.8 1.2 -1.6
O 2.598 2.865 -1.231 1.1 0.0 0.1
O 0.739 1.147 -1.457 2.2 0.0 -3.1
O 0.309 3.515 -2.087 0.8 -0.2 -0.2
P -0.199 4.141 -0.576 -0.5 1.5 -0.5
O -1.319 5.105 -1.227 -0.3 0.4 0.0
O -1.054 2.861 -0.207 -0.2 2.1 -0.8
O 1.025 2.617 1.031 5.2 2.8 1.4
H 1.068 1.812 -4.072 -0.3 -0.1 0.0
H -1.843 4.691 -1.922 -0.1 -0.1 -0.1
```
Positions in Å, forces in eV/Å.

As for the maximum force: 0.2161 Eh/bohr. The value obtained for the energy above the lowest of the compared OMol25 structures with the same formula, charge and spin is 0.8288 eV. Its HOMO energy (alpha / beta) is -5.644 / -6.761 eV. The spin multiplicity is 3. As for the energy: -6403.48318 Ha.

=====

2.
Here is a cluster of 2 separate species, C4H10O3 in total from the OMol25 dataset. Energies are from ωB97M-V/def2-TZVPD.

```
17
Properties=species:S:1:pos:R:3:forces:R:3
C -0.950 -0.137 -0.131 -0.2 0.1 -1.0
C -1.197 -1.600 -0.540 -0.8 0.5 1.2
C -0.562 -2.629 0.416 -0.7 -1.4 -1.6
O -0.964 -3.914 0.090 0.5 0.9 0.5
C 0.480 0.332 -0.308 1.0 0.7 1.1
O 0.570 1.688 -0.761 0.2 -0.2 -1.2
H -1.578 0.482 -0.792 0.3 0.1 0.0
H -1.324 0.108 0.869 0.1 -0.4 0.1
H -0.914 -1.821 -1.569 0.3 0.2 -0.1
H -2.293 -1.713 -0.507 0.2 -0.4 0.0
H -0.828 -2.317 1.438 0.0 0.2 0.5
H 0.534 -2.451 0.302 0.2 -0.1 0.3
H 1.072 -0.289 -0.991 -0.5 0.2 -0.3
H 1.094 0.301 0.618 -0.6 -0.3 -0.1
H 0.332 2.322 -0.093 -0.1 0.0 0.6
H 3.030 5.923 0.573 -0.1 0.0 -0.1
O 3.498 5.714 1.387 0.1 0.1 0.2
```
Positions in Å, forces in eV/Å.

As for the maximum force: 0.0437 Eh/bohr. The value obtained for the energy above the lowest of the compared OMol25 structures with the same formula, charge and spin is 0.7721 eV. Its HOMO energy is -0.333 eV. The net charge is -2. As for the energy: -384.00331 Ha.

=====

3.
Here is an isolated molecule of C5H4N2 from the OMol25 dataset. Energies are from ωB97M-V/def2-TZVPD.

```
11
Properties=species:S:1:pos:R:3:forces:R:3
C 3.113 0.538 0.080 -0.9 -0.1 0.2
C 1.900 0.372 0.377 0.9 0.1 0.1
C 0.497 0.148 0.325 -0.2 0.1 0.0
C -0.208 -1.019 -0.098 0.0 -0.1 0.0
C -1.551 -0.600 -0.238 -0.1 0.0 0.0
N -1.697 0.670 0.087 0.2 -0.2 0.0
N -0.479 1.108 0.409 0.1 0.1 0.0
H 0.922 -0.115 -0.804 0.0 0.0 -0.3
H 0.240 -1.993 -0.241 -0.1 0.2 0.0
H -2.406 -1.184 -0.551 0.1 0.1 0.1
H -0.329 2.076 0.654 0.0 -0.1 0.0
```
Positions in Å, forces in eV/Å.

As for the maximum force: 0.0172 Eh/bohr. The value obtained for the energy above the lowest of the compared OMol25 structures with the same formula, charge and spin is 6.5825 eV. Its HOMO energy (alpha / beta) is -8.929 / -8.930 eV. As for the energy: -302.18641 Ha.